A 3-piece molecular cluster, CH6N2O2S overall in a non-equilibrium geometry, computed with wB97M-V/def2-TZVPD.

The geometry in ORCA input format:
```
! wB97M-V def2-TZVPD RIJCOSX def2/J DEFGRID3
* xyz 0 1
C -2.727 2.076 -0.645
N 0.130 -0.260 -0.436
N 3.160 -1.584 0.426
O -0.652 -1.431 1.544
O -2.492 1.406 0.328
S -1.056 -0.847 0.295
H -2.265 1.879 -1.709
H -3.171 3.052 -0.501
H 3.917 -1.373 1.061
H -0.081 -0.081 -1.428
H 2.508 -2.088 0.962
H 2.729 -0.748 0.104
*
```

- Kohn-Sham gap (Eh) = 0.3442
- E_HOMO (eV) = -9.48
- lowest unoccupied orbital energy (eV) = -0.1

Partial charges, Löwdin, in e: C -0.122; N -0.292; N 0.023; O -0.480; O -0.098; S 0.834; H 0.112; H 0.074; H 0.003; H 0.005; H -0.026; H -0.034

***

An isolated molecule of CH2N2OS in a non-equilibrium geometry, computed with wB97M-V/def2-TZVPD.

The geometry in ORCA input format:
```
! wB97M-V def2-TZVPD RIJCOSX def2/J DEFGRID3
* xyz 0 1
C -0.043 -0.642 0.340
N 0.134 0.315 -0.331
N 0.398 1.493 -1.000
O -1.606 -1.877 2.264
S -0.559 -2.395 1.372
H 1.240 1.776 -0.715
H 0.436 1.330 -1.930
*
```

- Kohn-Sham gap (Eh) = 0.2765
- E_HOMO (eV) = -7.24
- lowest unoccupied orbital energy (eV) = 0.3

Partial charges, Löwdin, in e: C -0.128; N -0.038; N 0.131; O -0.740; S 0.658; H 0.053; H 0.065

***

A 10-piece molecular cluster, BH22O9 overall in a non-equilibrium geometry, computed with wB97M-V/def2-TZVPD.

The geometry in ORCA input format:
```
! wB97M-V def2-TZVPD RIJCOSX def2/J DEFGRID3
* xyz -1 1
B -0.336 0.218 0.191
H -1.194 0.133 1.109
H 0.693 0.776 0.510
H -0.041 -0.967 -0.050
H -0.821 0.735 -0.766
O 2.493 -1.678 2.202
H 2.337 -0.919 1.651
H 3.455 -1.847 2.449
O 1.985 -0.456 -2.353
H 1.042 -0.462 -1.987
H 2.546 0.301 -1.962
O -3.847 -0.315 2.325
H -3.479 0.185 1.579
H -2.943 -0.322 2.928
O 2.279 2.314 2.548
H 1.810 1.968 1.693
H 2.969 1.826 2.563
O -2.577 -0.442 -2.859
H -2.041 0.091 -2.356
H -2.488 -0.451 -3.901
O 0.622 -3.457 1.395
H -0.234 -3.148 1.548
H 1.013 -2.646 1.398
O 0.467 -3.317 -1.885
H 0.632 -2.681 -2.634
H 0.300 -2.488 -1.305
O -2.312 3.104 1.384
H -2.031 2.351 0.967
H -3.248 3.056 1.349
O 0.985 2.589 -2.885
H 1.362 3.487 -2.853
H 0.603 2.464 -1.994
*
```

- Kohn-Sham gap (Eh) = 0.3438
- E_HOMO (eV) = -6.71
- lowest unoccupied orbital energy (eV) = 2.6

Partial charges, Löwdin, in e: B -0.373; H -0.037; H -0.065; H -0.049; H -0.071; O -0.065; H 0.016; H 0.088; O -0.140; H 0.016; H 0.072; O -0.155; H -0.012; H 0.123; O -0.022; H 0.065; H -0.110; O -0.082; H -0.072; H 0.106; O -0.011; H 0.006; H -0.077; O -0.127; H 0.029; H 0.020; O -0.010; H -0.061; H 0.016; O -0.082; H 0.036; H 0.029

***

An isolated molecule of C3H2ClF2N in a non-equilibrium geometry, computed with wB97M-V/def2-TZVPD.

The geometry in ORCA input format:
```
! wB97M-V def2-TZVPD RIJCOSX def2/J DEFGRID3
* xyz 0 1
N -1.989 2.495 -0.164
C -1.794 1.375 -0.204
C -1.638 0.000 0.040
F -2.074 0.161 1.624
Cl -2.769 -1.055 -0.553
C -0.181 -0.459 0.081
F -0.053 -1.798 0.230
H 0.240 0.245 0.918
H 0.233 0.012 -0.786
*
```

- Kohn-Sham gap (Eh) = 0.4575
- E_HOMO (eV) = -12.45
- structure (SMILES) = N#C[C@@](F)(Cl)CF
- lowest unoccupied orbital energy (eV) = 0.0

Partial charges, Löwdin, in e: N 0.229; C -0.246; C -0.783; F -0.177; Cl 0.882; C -0.215; F 0.013; H 0.177; H 0.120

***

A 14-piece molecular cluster, C4H34O13 overall in a non-equilibrium geometry, computed with wB97M-V/def2-TZVPD.

The geometry in ORCA input format:
```
! wB97M-V def2-TZVPD RIJCOSX def2/J DEFGRID3
* xyz 0 1
C 0.225 0.858 0.750
C 0.593 -0.465 0.754
C 1.866 -0.961 0.340
C -1.052 1.436 1.119
H 0.979 1.617 0.512
H -0.074 -1.313 0.960
H 2.871 -0.237 0.521
H 2.277 -1.790 0.993
H 1.997 -1.252 -0.643
H -1.300 2.331 0.622
H -0.757 1.847 2.117
H -2.041 0.866 1.174
H 2.017 -1.858 -2.235
H 1.442 -2.978 -1.380
O 1.444 -2.721 -2.224
H 0.472 -1.461 3.721
H -1.034 -1.492 3.902
O -0.270 -2.083 3.893
H 3.573 0.251 3.150
H 4.299 0.522 1.663
O 3.658 0.782 2.304
H -1.627 2.136 -1.742
H -0.280 1.888 -2.192
O -0.780 2.517 -1.850
H -1.350 -0.521 -3.729
H -2.364 0.749 -3.831
O -1.672 0.350 -3.389
H 2.371 1.404 0.042
H 3.733 2.006 -0.089
O 3.129 1.421 -0.582
H -2.413 -2.381 -1.961
H -1.420 -2.891 -2.886
O -2.293 -3.151 -2.476
H -2.711 0.855 -1.237
H -3.896 0.881 -0.220
O -3.382 1.397 -0.847
H -2.293 -1.183 0.586
H -1.992 -2.487 1.356
O -2.581 -1.874 1.100
H 1.826 3.478 -1.543
H 0.292 3.777 -1.838
O 1.222 4.166 -1.760
H -1.143 -3.971 1.783
H 0.126 -3.471 2.573
O -0.532 -3.211 1.887
H -1.471 1.337 3.770
H -0.317 1.161 4.550
O -1.126 0.817 4.551
H 1.821 1.291 -2.224
H 2.127 1.209 -3.782
O 1.492 0.898 -3.137
*
```

- Kohn-Sham gap (Eh) = 0.3393
- E_HOMO (eV) = -9.40
- lowest unoccupied orbital energy (eV) = -0.2

Partial charges, Löwdin, in e: C -0.146; C -0.138; C -0.145; C -0.111; H 0.092; H 0.078; H 0.103; H 0.103; H 0.004; H 0.053; H 0.076; H 0.098; H 0.088; H -0.061; O -0.040; H 0.056; H 0.038; O -0.079; H 0.091; H 0.013; O -0.073; H 0.003; H -0.064; O 0.021; H 0.080; H 0.015; O -0.014; H -0.004; H 0.075; O -0.083; H -0.020; H 0.051; O -0.053; H -0.007; H 0.056; O -0.033; H -0.039; H -0.085; O 0.029; H -0.037; H 0.021; O -0.086; H 0.084; H 0.077; O -0.115; H 0.057; H -0.043; O -0.005; H 0.062; H 0.040; O -0.083

***

C3H2N2O as an isolated structure in a non-equilibrium geometry, computed with wB97M-V/def2-TZVPD.

The geometry in ORCA input format:
```
! wB97M-V def2-TZVPD RIJCOSX def2/J DEFGRID3
* xyz 0 1
C 0.714 -0.013 -0.100
C -1.276 -0.665 0.107
C -1.120 0.793 0.145
H -2.403 -1.044 0.334
H -2.135 1.451 -0.067
N -0.182 -1.242 -0.214
N 0.153 1.240 -0.170
O 1.855 -0.136 0.188
*
```

- Kohn-Sham gap (Eh) = 0.3281
- E_HOMO (eV) = -10.88
- lowest unoccupied orbital energy (eV) = -2.0

Partial charges, Löwdin, in e: C -0.574; C -0.178; C -0.070; H 0.159; H 0.162; N 0.172; N 0.171; O 0.158

***

Question: The lowest lowest unoccupied orbital energy belongs to which entry?
Answer: C3H2N2O